(w)
{
  "formula": "C3H10N2S",
  "method": "ωB97M-V/def2-TZVPD",
  "smiles": "[H]/N=C/N.CSC",
  "homo_lumo_gap_ev": 9.19,
  "lumo_energy_ha": 0.034,
  "species": ["H", "N", "C", "N", "H", "H", "H", "C", "S", "C", "H", "H", "H", "H", "H", "H"],
  "positions_angstrom": [[-1.57, -1.61, 2.96], [-1.07, -1.08, 2.26], [-1.29, 0.17, 2.52], [-0.75, 1.26, 1.87], [-2.10, 0.35, 3.06], [-1.33, 2.08, 1.78], [-0.01, 1.10, 1.17], [-0.43, -0.65, -2.46], [0.57, 0.30, -1.39], [2.20, -0.24, -0.93], [0.15, -1.26, -3.16], [-1.10, -1.30, -1.82], [-1.08, 0.01, -3.08], [2.63, 0.70, -0.45], [2.86, -0.68, -1.69], [2.24, -1.10, -0.16]]
}

=====

(x)
{
  "formula": "C3H10N2S",
  "method": "ωB97M-V/def2-TZVPD",
  "smiles": "NC[C@@H](N)CS",
  "homo_lumo_gap_ev": 9.90,
  "lumo_energy_ha": 0.033,
  "species": ["N", "C", "C", "N", "C", "S", "H", "H", "H", "H", "H", "H", "H", "H", "H", "H"],
  "positions_angstrom": [[-2.30, 0.92, 1.48], [-0.88, 1.10, 1.20], [-0.41, -0.07, 0.32], [-1.19, -0.06, -0.92], [1.11, 0.03, 0.17], [1.88, -1.17, -0.96], [-2.66, 1.62, 2.11], [-2.84, 0.94, 0.63], [-0.63, 2.04, 0.69], [-0.34, 1.04, 2.14], [-0.67, -0.97, 0.86], [-1.18, -0.99, -1.33], [-0.79, 0.58, -1.60], [1.44, 1.02, -0.14], [1.54, -0.19, 1.14], [0.98, -1.06, -1.94]]
}

=====

Quick one: most stable of them? (x)

=====

(w)
{
  "formula": "C3H8N2O",
  "method": "ωB97M-V/def2-TZVPD",
  "smiles": "OCN1CCN1",
  "homo_lumo_gap_ev": 9.26,
  "lumo_energy_ha": 0.041,
  "species": ["O", "C", "N", "C", "C", "N", "H", "H", "H", "H", "H", "H", "H", "H"],
  "positions_angstrom": [[-1.72, -0.68, 0.78], [-1.49, -0.72, -0.56], [0.07, -0.08, -0.93], [0.27, 1.19, -0.20], [1.35, 0.50, 0.64], [0.97, -0.76, -0.01], [-1.09, -1.26, 1.22], [-1.43, -1.71, -1.00], [-2.17, -0.06, -1.09], [-0.60, 1.51, 0.37], [0.60, 1.98, -0.86], [2.37, 0.85, 0.45], [1.17, 0.47, 1.72], [1.72, -1.22, -0.54]]
}

=====

(x)
{
  "formula": "C3H8N2O",
  "method": "ωB97M-V/def2-TZVPD",
  "smiles": "CN=C=O.CN",
  "homo_lumo_gap_ev": 10.31,
  "lumo_energy_ha": 0.032,
  "species": ["C", "N", "C", "O", "H", "H", "H", "C", "N", "H", "H", "H", "H", "H"],
  "positions_angstrom": [[-1.66, -1.45, 0.51], [-0.69, -1.71, -0.52], [0.51, -1.79, -0.64], [1.65, -1.91, -0.91], [-1.30, -1.76, 1.49], [-1.90, -0.38, 0.54], [-2.57, -2.00, 0.28], [0.39, 1.89, -0.25], [1.34, 0.89, 0.24], [0.84, 2.74, -0.78], [-0.32, 1.40, -0.92], [-0.18, 2.28, 0.60], [1.88, 0.50, -0.52], [2.00, 1.31, 0.88]]
}

=====

(y)
{
  "formula": "C3H8N2O",
  "method": "ωB97M-V/def2-TZVPD",
  "smiles": "[H]/N=C\\OC.C=N",
  "homo_lumo_gap_ev": 10.97,
  "lumo_energy_ha": 0.036,
  "species": ["H", "N", "C", "O", "C", "H", "H", "H", "H", "C", "N", "H", "H", "H"],
  "positions_angstrom": [[0.56, 0.66, 2.50], [1.38, 0.58, 1.90], [1.05, -0.04, 0.83], [-0.22, -0.66, 0.75], [-0.31, -1.75, -0.17], [1.77, -0.40, 0.08], [-1.34, -2.12, -0.16], [-0.07, -1.42, -1.18], [0.36, -2.57, 0.12], [-0.89, 1.64, -0.63], [-0.70, 1.25, -1.84], [-1.90, 1.73, -0.21], [0.01, 1.86, 0.06], [0.30, 1.24, -2.07]]
}

=====

Quick one: most stable of them? (x)

=====

(w)
{
  "formula": "C3H8N2O",
  "method": "ωB97M-V/def2-TZVPD",
  "smiles": "C/N=C(\\[O-])[NH2+]C",
  "homo_lumo_gap_ev": 8.90,
  "lumo_energy_ha": 0.020,
  "species": ["C", "N", "C", "O", "N", "C", "H", "H", "H", "H", "H", "H", "H", "H"],
  "positions_angstrom": [[-1.58, -1.38, 0.37], [-0.55, -0.44, 0.18], [0.67, -0.80, 0.14], [1.43, -1.75, 0.27], [1.38, 0.62, -0.23], [0.29, 1.72, -0.30], [-1.20, -2.39, 0.49], [-2.15, -1.08, 1.26], [-2.26, -1.32, -0.49], [1.92, 0.47, -1.08], [2.10, 0.77, 0.49], [0.74, 2.56, -0.81], [-0.66, 1.45, -0.80], [-0.02, 1.97, 0.72]]
}

=====

(x)
{
  "formula": "C3H8N2O",
  "method": "ωB97M-V/def2-TZVPD",
  "smiles": "[H]/N=N/[C@@H](O)CC",
  "homo_lumo_gap_ev": 9.90,
  "lumo_energy_ha": 0.019,
  "species": ["H", "N", "N", "C", "O", "C", "C", "H", "H", "H", "H", "H", "H", "H"],
  "positions_angstrom": [[3.17, -1.55, 1.28], [2.60, -1.05, 0.58], [1.39, -1.08, 0.86], [0.54, -0.42, -0.15], [0.09, -1.28, -1.20], [-0.68, 0.16, 0.57], [-1.43, 1.19, -0.27], [1.11, 0.40, -0.62], [-0.19, -0.72, -1.93], [-1.37, -0.65, 0.82], [-0.38, 0.64, 1.51], [-2.34, 1.50, 0.24], [-1.70, 0.79, -1.25], [-0.81, 2.08, -0.43]]
}

=====

(y)
{
  "formula": "C3H8N2O",
  "method": "ωB97M-V/def2-TZVPD",
  "smiles": "C=NC.NC=O",
  "homo_lumo_gap_ev": 9.93,
  "lumo_energy_ha": 0.035,
  "species": ["C", "N", "C", "H", "H", "H", "H", "H", "N", "C", "O", "H", "H", "H"],
  "positions_angstrom": [[1.80, 0.10, -0.08], [1.30, -0.98, -0.50], [0.74, -1.97, 0.36], [2.47, 0.63, -0.75], [1.60, 0.48, 0.92], [0.56, -1.55, 1.38], [-0.23, -2.41, 0.12], [1.43, -2.81, 0.28], [-1.72, 1.63, -0.93], [-1.60, 1.31, 0.39], [-0.58, 1.47, 1.01], [-2.32, 1.22, -1.63], [-0.95, 2.08, -1.40], [-2.48, 0.80, 0.82]]
}

=====

(z)
{
  "formula": "C3H8N2O",
  "method": "ωB97M-V/def2-TZVPD",
  "smiles": "[H]/N=C\\N(O)CC",
  "homo_lumo_gap_ev": 9.50,
  "lumo_energy_ha": 0.023,
  "species": ["H", "N", "C", "N", "O", "C", "C", "H", "H", "H", "H", "H", "H", "H"],
  "positions_angstrom": [[1.07, -2.48, -1.71], [1.82, -2.15, -1.11], [1.35, -1.19, -0.19], [0.18, -0.49, -0.31], [-1.02, -1.06, -0.83], [-0.15, 0.41, 0.83], [-0.84, 1.71, 0.43], [2.01, -0.77, 0.62], [-0.98, -0.73, -1.72], [-0.99, 0.00, 1.61], [0.92, 0.58, 1.28], [-1.98, 1.51, 0.19], [-0.91, 2.34, 1.30], [-0.48, 2.31, -0.40]]
}

=====

Quick one: most stable of them? (y)

=====

(w)
{
  "formula": "C3H8N2O",
  "method": "ωB97M-V/def2-TZVPD",
  "smiles": "CN(C)C(N)=O",
  "homo_lumo_gap_ev": 9.88,
  "lumo_energy_ha": 0.030,
  "species": ["C", "N", "C", "C", "N", "O", "H", "H", "H", "H", "H", "H", "H", "H"],
  "positions_angstrom": [[-0.94, -0.61, 0.84], [-0.20, 0.11, -0.16], [-0.91, 1.19, -0.80], [1.08, -0.18, -0.55], [1.80, -0.94, 0.36], [1.55, 0.16, -1.62], [-0.34, -1.34, 1.37], [-1.36, 0.09, 1.58], [-1.75, -1.14, 0.33], [-0.60, 1.28, -1.84], [-1.99, 0.98, -0.76], [-0.73, 2.13, -0.26], [2.78, -0.94, 0.15], [1.61, -0.80, 1.34]]
}

=====

(x)
{
  "formula": "C3H8N2O",
  "method": "ωB97M-V/def2-TZVPD",
  "homo_lumo_gap_ev": 6.79,
  "lumo_energy_ha": 0.026,
  "species": ["C", "C", "N", "C", "O", "N", "H", "H", "H", "H", "H", "H", "H", "H"],
  "positions_angstrom": [[0.01, -0.39, -1.61], [0.94, -0.29, 0.73], [1.77, 0.82, 0.60], [-1.67, -0.37, 0.05], [-2.04, 0.04, 1.32], [-0.45, -0.23, -0.37], [-1.97, 1.01, 1.38], [2.29, 0.86, -0.26], [1.34, 1.71, 0.81], [-2.47, -0.72, -0.59], [-0.67, -0.54, -2.43], [1.07, -0.37, -1.79], [1.44, -1.22, 0.49], [0.41, -0.31, 1.68]]
}

=====

Quick one: most stable of them? (w)